102
Properties=species:S:1:pos:R:3:forces:R:3 method="wB97M-V/def2-TZVPD" total_energy_ha=-4968.09117 homo_energy_ev=-10.927 fmax_ev_per_a=1.173 charge=+1 orbital_gap_ev=8.7586
Cl 2.2822 1.0504 4.5193 -0.008 0.017 -0.016
Cl 3.9110 0.7565 2.1714 0.069 -0.166 -0.150
Cl 3.2354 3.3864 3.0924 0.005 0.044 -0.017
S -0.1282 -1.3683 0.6001 0.163 -0.733 0.785
P 2.1601 -0.5065 -1.2430 0.230 -0.418 -0.434
P -1.9051 1.0326 0.6690 -0.654 0.247 0.187
Al 0.3016 1.2039 -0.5686 0.337 0.554 0.977
O 0.4344 2.4703 2.5457 0.078 -0.163 0.104
O 1.2742 1.0765 1.0180 0.518 -0.165 0.468
O -0.3278 1.1161 -2.1046 -0.581 0.068 -0.554
O -1.0986 -2.4356 0.2976 -0.171 -0.204 -0.273
N 1.3374 5.0552 0.6367 -0.064 0.097 -0.028
N 0.7611 3.1978 -0.4117 0.013 -0.159 -0.168
C 3.5189 5.5064 -0.5846 0.013 0.091 0.105
C -0.1941 2.4969 -4.0604 0.056 -0.167 0.085
C -2.5399 3.5095 -0.2630 0.027 -0.132 0.142
C 4.2953 4.9828 -1.5993 -0.014 0.009 0.017
C -0.5890 -0.7836 2.2629 -0.046 0.271 -0.159
C 2.5588 -1.7093 0.0972 -0.199 0.204 0.062
C 0.6279 -3.9962 -3.8476 0.006 0.008 -0.011
C 3.9077 3.8313 -2.2958 0.007 -0.060 -0.082
C 0.4325 4.0742 0.5181 -0.091 0.096 -0.179
C -4.2588 4.9833 0.5269 0.044 0.007 -0.072
C -2.7830 2.6311 0.7979 0.210 0.031 -0.119
C 6.0285 0.6312 -2.1722 0.070 0.034 -0.001
C 1.9925 -3.8196 -3.6482 0.050 0.036 0.006
C -1.5108 0.2808 2.2850 0.250 -0.090 -0.193
C 1.9717 3.6534 -0.9440 0.146 0.347 0.034
C -4.0623 0.5331 -0.9982 0.076 -0.072 0.008
C 3.6165 0.1969 -3.4552 -0.011 -0.018 0.042
C 5.9314 0.8295 -3.5397 -0.009 0.007 0.005
C -2.0011 0.7150 3.5093 -0.015 0.049 -0.047
C -0.2662 -3.0595 -3.3599 -0.063 -0.052 -0.071
C -3.2678 4.6818 -0.3954 -0.070 0.040 -0.005
C 2.7525 -4.0364 1.6276 0.028 -0.019 0.009
C -5.4883 -1.3946 -0.9319 -0.005 -0.016 -0.004
C -4.7618 -1.8918 0.1377 -0.027 -0.063 0.029
C 4.7146 0.6278 -4.1791 -0.002 0.020 -0.019
C 1.4619 -2.1894 0.8264 0.168 0.410 -0.181
C 2.7436 3.1576 -1.9876 -0.041 -0.006 0.070
C -1.6148 0.0929 4.6852 0.019 -0.034 0.048
C -0.7173 -0.9602 4.6518 -0.034 0.000 0.006
C 3.7743 -2.3742 0.2128 -0.126 0.049 -0.018
C 3.8718 -3.5120 0.9993 0.097 -0.046 0.009
C -0.5148 1.1180 -3.4972 0.154 0.129 -0.118
C 2.4510 -2.7325 -2.9267 -0.021 -0.036 0.033
C 4.9206 0.2274 -1.4388 -0.026 0.038 -0.017
C 1.5515 -1.7986 -2.4073 -0.106 0.148 0.029
C 1.3210 1.7694 2.1089 -0.341 0.021 -0.247
C 0.1917 -1.9575 -2.6505 0.033 0.026 0.074
C -3.8098 2.9242 1.6920 -0.014 -0.014 0.079
C -1.9297 0.6909 -3.8571 0.159 -0.039 0.077
C 3.7118 -0.0256 -2.0780 -0.050 0.089 0.067
C -3.3160 0.0285 0.0687 0.095 -0.051 -0.177
C -5.1453 -0.1721 -1.4923 0.018 0.009 -0.035
C -3.6824 -1.1839 0.6448 0.003 0.126 0.047
C -4.5318 4.0999 1.5616 -0.038 0.008 0.053
C 1.5377 -3.3785 1.5327 -0.141 0.017 0.055
C 2.6539 1.7194 2.9231 -0.152 -0.013 0.026
C 2.3517 4.8224 -0.2744 0.015 -0.302 -0.254
C -0.1903 -1.3877 3.4427 0.044 -0.095 -0.043
H 3.5142 -2.6110 -2.7620 0.022 -0.026 0.012
H 6.9737 0.7908 -1.6695 -0.025 0.029 0.019
H 2.7003 -4.5324 -4.0508 -0.013 -0.020 0.023
H -0.3461 2.5090 -5.1400 0.012 0.059 -0.014
H 4.8228 -4.0225 1.0804 -0.006 0.002 0.002
H -5.0308 -2.8412 0.5816 -0.003 0.015 0.014
H 0.6414 -3.8020 1.9677 0.006 0.001 0.016
H 0.5347 -2.1853 3.4392 0.048 -0.034 -0.022
H -1.7871 3.2493 -0.9974 0.018 0.070 -0.071
H 4.5316 3.4693 -3.1021 -0.013 -0.025 0.003
H -6.3244 -1.9555 -1.3286 -0.013 0.007 0.027
H -0.4631 4.0352 1.1095 0.043 0.012 0.045
H -2.0066 0.4442 5.6303 -0.006 -0.006 -0.002
H -3.8008 1.4863 -1.4351 -0.013 0.043 -0.062
H -1.3286 -3.1863 -3.5229 -0.004 0.014 0.012
H 4.6221 0.7980 -5.2439 0.007 -0.018 -0.001
H 0.8405 2.7669 -3.8444 -0.073 0.048 -0.114
H 2.8236 -4.9654 2.1767 -0.010 0.010 0.018
H 2.4211 2.2916 -2.5453 0.113 -0.013 0.011
H -4.0749 2.2312 2.4783 -0.074 0.012 -0.081
H 2.6726 0.0258 -3.9612 0.036 -0.023 -0.038
H 0.2695 -4.8671 -4.3804 -0.013 0.030 -0.039
H -2.6670 1.5627 3.5612 0.068 -0.037 0.016
H -2.6407 1.4855 -3.6247 -0.038 -0.007 0.042
H -3.1325 -1.5800 1.4853 -0.005 -0.050 -0.026
H -0.5176 -1.2249 -2.2902 0.019 -0.069 0.091
H -5.3303 4.3198 2.2580 0.024 -0.015 0.025
H 6.7973 1.1480 -4.1052 0.000 -0.011 -0.002
H 3.8044 6.4076 -0.0580 0.016 -0.007 -0.019
H 4.6364 -2.0291 -0.3406 -0.005 -0.070 -0.013
H -0.8434 3.2458 -3.6012 -0.034 0.002 -0.029
H -2.2091 -0.2058 -3.3030 -0.069 0.008 -0.027
H 5.0161 0.1187 -0.3696 -0.038 -0.024 0.101
H -0.4153 -1.4515 5.5671 0.028 0.031 0.008
H -4.8325 5.8951 0.4256 -0.006 -0.006 0.013
H -3.0744 5.3505 -1.2244 0.018 -0.014 0.003
H 5.2161 5.4775 -1.8766 -0.008 0.025 0.021
H 0.1815 0.3875 -3.9327 -0.013 0.032 -0.028
H -5.7227 0.2333 -2.3130 0.021 -0.007 -0.011
H -1.9881 0.4731 -4.9242 -0.050 0.025 -0.009
H 1.2835 5.8147 1.2930 -0.043 -0.005 0.039